Formula: C19H48N4O8Sr2
Source: the Open Molecules 2025 dataset
Level of theory: the ωB97M-V functional and the def2-TZVPD basis

```
! RIJCOSX wB97M-V def2-TZVPD def2/J DEFGRID3
* xyz 2 1
Sr -0.09651 -1.60426 -3.37447
Sr 2.57150 -2.15275 0.97713
C 0.77629 -0.56860 -0.79716
O 0.16464 0.18453 -1.54787
O 1.14988 -0.26553 0.35304
O 1.17835 -1.64478 -1.18666
C 0.74737 -5.14675 0.09819
O 0.58205 -3.89264 0.69006
C -0.23517 -4.00973 1.84724
C -0.37897 -2.62708 2.55975
N 0.89623 -2.25186 3.14923
C 0.86386 -0.94286 3.77601
C 0.26545 -1.09545 5.21748
O 0.93298 -2.19026 5.83483
C 0.53923 -2.23677 7.23695
H 1.24992 -4.99410 -0.85693
H -0.19658 -5.64523 -0.12220
H 1.35298 -5.88663 0.62155
H 0.17898 -4.66431 2.61411
H -1.19325 -4.42033 1.52850
H -1.16332 -2.63550 3.31661
H -0.89213 -1.93808 1.88890
H 0.95167 -2.67702 4.06370
H 0.32854 -0.12817 3.28835
H 1.89092 -0.60826 3.92198
H -0.81220 -1.25258 5.26329
H 0.47903 -0.15983 5.73428
H 1.02222 -1.51992 7.90100
H 0.89498 -3.19693 7.61062
H -0.51666 -2.40469 7.44907
C -2.79031 -4.76646 -1.24005
C -2.34352 -3.63573 -2.23132
C -2.81282 -2.24394 -1.80454
O -2.52843 -1.32392 -2.78708
C -3.04206 -0.06401 -2.37369
N -0.90919 -3.69530 -2.31682
H -2.65969 -4.44732 -0.20604
H -2.27687 -5.69520 -1.48888
H -3.85004 -4.98418 -1.37299
H -2.75049 -3.82970 -3.22370
H -2.45988 -1.91782 -0.82618
H -3.89256 -2.22232 -1.65680
H -3.11925 0.60673 -3.22941
H -2.43381 0.29791 -1.54476
H -4.04302 -0.13656 -1.94836
H -0.73543 -4.66223 -2.55127
H -0.48056 -3.56116 -1.41217
C 2.75047 2.70094 -2.64151
C 1.44800 3.28962 -3.11586
C 1.62943 4.22527 -4.33371
O 2.51225 5.30533 -4.01502
C 2.83639 6.09442 -5.16896
N 0.64871 2.11047 -3.51977
H 2.63600 2.17234 -1.69517
H 3.47323 3.51686 -2.64042
H 3.18098 1.98078 -3.33731
H 0.96411 3.87097 -2.33101
H 0.67372 4.57141 -4.72730
H 2.13705 3.64163 -5.10168
H 3.17808 5.45115 -5.97986
H 3.58884 6.74330 -4.72079
H 2.05827 6.79166 -5.47957
H -0.28580 2.49101 -3.47516
H 0.68237 1.54634 -2.68268
C -1.23517 2.69480 2.69075
C -1.29314 2.49022 1.17097
C -0.03419 3.06220 0.52730
O 0.01114 4.43360 0.59895
C 1.27281 4.97761 0.27323
N -1.35170 1.05596 0.86604
H -0.94710 3.69217 3.02297
H -0.55192 2.05261 3.24651
H -2.26598 2.60242 3.03282
H -2.15029 2.94006 0.66996
H 0.06502 2.79318 -0.52431
H 0.86453 2.56834 0.89676
H 2.03349 4.75742 1.02222
H 1.11588 6.05549 0.31388
H 1.69391 4.59244 -0.65544
H -0.52189 0.53267 1.10621
H -1.22180 1.05284 -0.13558
*
```

Results
* energy above the lowest of the compared OMol25 structures with the same formula, charge and spin: 64.33 kcal/mol
* highest occupied orbital energy: -12.874 eV
* lowest unoccupied orbital energy: -6.178 eV
* E_tot: -1634.652800 Ha